This record from the OMol25 dataset describes an isolated molecule of C4H5NO2 at a distorted geometry. The level of theory is ωB97M-V with the def2-TZVPD basis set.

M = 99.09 g/mol
Energy above the lowest of the compared OMol25 structures with the same formula, charge and spin = 70.82 kJ/mol
E_HOMO = -10.0 eV
Frontier orbital gap = 9.49 eV
DFT total energy = -360.64244 hartree
SMILES = C=C(C=O)C(N)=O

Geometry as ORCA input:
```
! wB97M-V def2-TZVPD RIJCOSX def2/J DEFGRID3
* xyz 0 1
C 0.120 1.077 0.199
C -0.230 -0.370 0.179
N 0.930 1.550 -0.786
C -0.836 -0.970 1.402
C -0.081 -1.161 -0.898
O -0.274 1.820 1.090
O -1.144 -2.154 1.498
H 1.197 2.525 -0.733
H 1.382 0.974 -1.480
H -0.994 -0.270 2.240
H 0.303 -0.811 -1.847
H -0.373 -2.209 -0.863
*
```